[1]
Below is a molecular structure, C23H22BrN4PtSb in a non-equilibrium geometry, with properties calculated with ωB97M-V/def2-TZVPD.

```
52
C23H22BrN4PtSb | the OMol25 dataset | ωB97M-V/def2-TZVPD
Pt -0.128 0.099 0.104
C -1.174 1.772 -2.599
C -0.688 2.684 -1.518
C -0.904 4.056 -1.585
C -0.461 4.873 -0.566
C 0.236 4.311 0.498
C 0.448 2.945 0.524
N -0.030 2.156 -0.467
Sb 1.747 2.156 2.059
C 0.490 0.642 2.949
C 0.360 0.650 4.324
C -0.339 -0.379 4.950
C -0.860 -1.395 4.181
C -0.709 -1.370 2.796
C -1.249 -2.490 1.963
N -0.058 -0.350 2.207
C 2.636 0.748 0.731
C 4.014 0.656 0.644
C 4.578 -0.266 -0.227
C 3.749 -1.072 -0.985
C 2.374 -0.956 -0.868
C 1.426 -1.812 -1.647
N 1.849 -0.046 -0.015
H -1.219 2.292 -3.554
H -2.179 1.406 -2.377
H -0.508 0.914 -2.699
H -1.418 4.471 -2.442
H -0.640 5.940 -0.602
H 0.624 4.936 1.292
H 0.805 1.446 4.908
H -0.457 -0.388 6.025
H -1.380 -2.225 4.640
H -0.946 -3.450 2.382
H -0.872 -2.430 0.942
H -2.340 -2.475 1.938
H 4.641 1.296 1.250
H 5.653 -0.355 -0.311
H 4.158 -1.800 -1.672
H 1.962 -2.474 -2.323
H 0.751 -1.200 -2.251
H 0.832 -2.438 -0.975
Br -5.169 -2.016 -1.426
C -4.239 -0.715 -0.471
C -4.899 0.248 0.276
C -4.145 1.184 0.967
C -2.767 1.132 0.896
N -2.140 0.194 0.169
C -2.858 -0.715 -0.506
H -5.980 0.263 0.315
H -4.621 1.953 1.558
H -2.139 1.838 1.421
H -2.313 -1.446 -1.088
```

The calculation puts the HOMO energy at -14.64 eV. Its total charge is +2. As for the relative energy (zero: lowest compared OMol25 entry of this formula, charge and spin): 0.0 kcal per mole. For the frontier orbital gap, the calculation gives 8.5063 eV.

Charge distribution, Löwdin scheme, values in e: number 1, Pt, carries 1.12; number 2, C, carries -0.01; number 3, C, carries -0.30; number 4, C, carries 0.01; number 5, C, carries -0.01; number 6, C, carries -0.10; number 7, C, carries -0.44; number 8, N, carries -0.07; number 9, Sb, carries 1.59; number 10, C, carries -0.43; number 11, C, carries -0.10; number 12, C, carries -0.01; number 13, C, carries 0.01; number 14, C, carries -0.29; number 15, C, carries -0.02; number 16, N, carries -0.06; number 17, C, carries -0.43; number 18, C, carries -0.08; number 19, C, carries 0.00; number 20, C, carries 0.02; number 21, C, carries -0.28; number 22, C, carries -0.02; number 23, N, carries -0.14; number 24, H, carries 0.10; number 25, H, carries 0.08; number 26, H, carries 0.07; number 27, H, carries 0.13; number 28, H, carries 0.13; number 29, H, carries 0.10; number 30, H, carries 0.10; number 31, H, carries 0.13; number 32, H, carries 0.13; number 33, H, carries 0.10; number 34, H, carries 0.05; number 35, H, carries 0.10; number 36, H, carries 0.11; number 37, H, carries 0.13; number 38, H, carries 0.13; number 39, H, carries 0.10; number 40, H, carries 0.07; number 41, H, carries 0.08; number 42, Br, carries 0.87; number 43, C, carries -0.68; number 44, C, carries -0.05; number 45, C, carries -0.01; number 46, C, carries -0.10; number 47, N, carries -0.14; number 48, C, carries -0.18; number 49, H, carries 0.13; number 50, H, carries 0.13; number 51, H, carries 0.12; number 52, H, carries 0.12

---

[2]
Below is a molecular structure, C21H19NO3Pt, with properties calculated with ωB97M-V/def2-TZVPD.

```
45
C21H19NO3Pt | the OMol25 dataset | ωB97M-V/def2-TZVPD
Pt 0.273 -0.623 -1.703
C 0.418 -1.505 5.326
O 1.741 -1.611 4.765
C 1.868 -1.612 3.454
C 3.224 -1.762 3.008
C 3.531 -1.787 1.643
C 2.560 -1.662 0.682
C 2.957 -1.772 -0.749
C 4.393 -1.936 -1.125
O 2.120 -1.763 -1.658
C 1.160 -1.492 1.136
O 0.188 -1.393 0.335
C 0.865 -1.490 2.534
H 0.553 -1.555 6.399
H -0.198 -2.338 4.987
H -0.028 -0.552 5.046
H 3.997 -1.872 3.757
H 4.564 -1.931 1.360
H 4.984 -1.099 -0.746
H 4.467 -1.980 -2.207
H 4.807 -2.853 -0.701
H -0.172 -1.388 2.815
N -1.938 -1.011 -1.526
C -2.908 -0.003 -1.856
C -4.108 -0.406 -2.405
C -5.113 0.519 -2.652
C -4.926 1.859 -2.327
C -3.725 2.266 -1.794
C -2.664 1.357 -1.577
C -1.364 1.914 -1.260
C -1.242 3.140 -0.570
C -0.067 3.832 -0.610
C 1.030 3.361 -1.387
C 0.959 2.158 -2.033
C -0.179 1.337 -1.845
H -2.185 -1.888 -1.974
H -1.894 -1.175 -0.521
H -4.278 -1.455 -2.616
H -6.050 0.188 -3.080
H -5.709 2.580 -2.513
H -3.562 3.317 -1.604
H -2.096 3.550 -0.047
H 0.018 4.778 -0.091
H 1.934 3.954 -1.445
H 1.792 1.806 -2.627
```

The calculation puts the HOMO energy (alpha / beta) at -14.25 / -15.03 eV. As for the spin multiplicity: 5. Its total charge is +2. As for the relative energy (zero: lowest compared OMol25 entry of this formula, charge and spin): 13.2 kcal per mole. For the frontier orbital gap (alpha / beta), the calculation gives 8.0218 / 5.8960 eV. As for the expectation value of S²: 6.064.

Charge distribution, Löwdin scheme, values in e: number 1, Pt, carries 1.27; number 2, C, carries 0.00; number 3, O, carries -0.02; number 4, C, carries -0.26; number 5, C, carries 0.14; number 6, C, carries 0.03; number 7, C, carries -0.03; number 8, C, carries -0.32; number 9, C, carries 0.02; number 10, O, carries -0.08; number 11, C, carries -0.28; number 12, O, carries -0.10; number 13, C, carries 0.09; number 14, H, carries 0.11; number 15, H, carries 0.11; number 16, H, carries 0.11; number 17, H, carries 0.15; number 18, H, carries 0.13; number 19, H, carries 0.11; number 20, H, carries 0.11; number 21, H, carries 0.11; number 22, H, carries 0.13; number 23, N, carries 0.01; number 24, C, carries -0.22; number 25, C, carries 0.01; number 26, C, carries 0.00; number 27, C, carries -0.02; number 28, C, carries 0.02; number 29, C, carries -0.10; number 30, C, carries -0.14; number 31, C, carries -0.01; number 32, C, carries 0.00; number 33, C, carries -0.01; number 34, C, carries -0.10; number 35, C, carries -0.18; number 36, H, carries 0.12; number 37, H, carries 0.10; number 38, H, carries 0.13; number 39, H, carries 0.13; number 40, H, carries 0.13; number 41, H, carries 0.12; number 42, H, carries 0.13; number 43, H, carries 0.13; number 44, H, carries 0.13; number 45, H, carries 0.11

---

[3]
Below is 2 unconnected molecules or ions with the total composition CH3Cl2FN2O2S2 in a non-equilibrium geometry, with properties calculated with ωB97M-V/def2-TZVPD.

```
13
CH3Cl2FN2O2S2 | the OMol25 dataset | ωB97M-V/def2-TZVPD
C -2.716 0.075 -0.288
N 1.455 -0.615 0.719
N -0.557 -1.561 -0.638
O -0.332 -2.182 1.551
O 1.339 -3.056 0.007
F 0.536 -0.419 -1.797
S -1.964 -1.535 -1.055
S 0.585 -1.971 0.468
Cl -1.788 0.428 1.195
Cl -4.399 -0.272 0.089
H -2.819 0.749 -1.125
H 0.936 0.210 0.911
H 2.115 -0.498 -0.068
```

The calculation puts the HOMO energy at -10.60 eV. Its total charge is 0. As for the relative energy (zero: lowest compared OMol25 entry of this formula, charge and spin): 63.2 kcal per mole. For the frontier orbital gap, the calculation gives 8.3984 eV.

Charge distribution, Löwdin scheme, values in e: number 1, C, carries -1.26; number 2, N, carries -0.04; number 3, N, carries -0.58; number 4, O, carries -0.32; number 5, O, carries -0.22; number 6, F, carries -0.38; number 7, S, carries 1.00; number 8, S, carries 0.47; number 9, Cl, carries 0.62; number 10, Cl, carries 0.55; number 11, H, carries 0.02; number 12, H, carries 0.03; number 13, H, carries 0.10

---

Number 1: energy -109981.50629 eV. Number 2: energy -32945.01999 eV. Number 3: energy -57588.91672 eV.